1.
The ion C4H6NO with charge +1 at a distorted geometry, computed with ωB97M-V/def2-TZVPD.

```
12
C4H6NO, DFT ωB97M-V/def2-TZVPD
O 1.899 -2.170 0.063
C 1.056 -1.352 0.145
C -0.462 -1.418 0.226
C -0.319 0.356 0.534
N 0.304 0.824 -0.683
C 1.144 0.177 0.340
H -1.015 -1.631 -0.680
H -0.850 -1.976 1.068
H -0.915 0.962 1.186
H 0.421 1.832 -0.809
H 0.117 0.345 -1.567
H 1.980 0.734 0.742
```

As for the total charge: +1. The energy relative to the best compared isomer or geometry (same formula, charge and spin) is 188.3 kJ/mol. The total energy comes out at -7772.94611 eV. The value obtained for the molar mass is 84.10 g/mol.

Löwdin atomic charge list, values in e, 6 entries: 0.21 -0.36 0.11 -0.02 0.16 -0.06

=====

2.
A structure of composition C38H59Br2F16INbO13 at a distorted geometry, computed with ωB97M-V/def2-TZVPD.

```
130
C38H59Br2F16INbO13, DFT ωB97M-V/def2-TZVPD
C 6.210 0.547 5.185
C 6.506 2.018 4.804
C 5.292 2.918 4.858
O 5.014 3.564 5.849
O 4.541 3.027 3.728
C 3.880 1.776 3.372
C 2.833 2.033 2.305
Nb 3.074 0.709 0.446
I 0.236 0.433 0.561
C 3.407 -1.205 1.647
C 2.352 -2.326 1.577
C 1.398 -2.400 2.801
C 1.392 -1.174 3.723
C -0.004 -0.936 4.328
C -0.044 0.433 4.983
O 0.793 0.446 6.124
C 1.100 1.749 6.534
C 3.184 -0.562 -1.417
C 4.573 -0.894 -1.966
C 4.491 -1.403 -3.405
F 5.097 -1.949 -1.211
C 5.247 1.303 0.489
Br 6.562 -0.006 1.019
C 5.699 2.542 0.203
C 4.864 3.731 -0.176
Br 7.574 3.012 0.283
H 5.283 0.480 5.748
H 6.068 -0.042 4.284
H 7.043 0.153 5.755
H 6.967 2.088 3.821
H 7.211 2.413 5.529
H 3.378 1.421 4.277
H 4.629 1.038 3.094
H 1.838 1.957 2.738
H 2.928 3.084 2.022
H 2.684 2.099 -0.702
H 3.691 -0.981 2.677
H 4.304 -1.604 1.167
H 1.787 -2.312 0.649
H 2.893 -3.275 1.547
H 1.670 -3.268 3.402
H 0.388 -2.604 2.445
H 2.057 -1.365 4.563
H 1.653 -0.261 3.203
H -0.705 -0.875 3.495
H -0.263 -1.716 5.041
H 0.364 1.148 4.258
H -1.063 0.770 5.206
H 1.773 1.713 7.386
H 0.202 2.291 6.852
H 1.591 2.330 5.747
H 2.669 0.002 -2.200
H 2.651 -1.513 -1.347
H 5.242 -0.033 -1.984
H 3.741 -2.176 -3.485
H 5.475 -1.770 -3.695
H 4.248 -0.560 -4.050
H 4.285 3.508 -1.064
H 5.521 4.556 -0.440
H 4.226 4.068 0.633
C -3.607 1.419 -0.137
C -3.319 -0.022 -0.483
O -4.550 -0.757 -0.734
C -5.138 -0.562 -1.891
O -4.771 0.137 -2.791
C -6.417 -1.419 -1.949
F -7.160 -1.263 -0.849
F -6.113 -2.723 -2.051
F -7.171 -1.097 -2.995
H -4.290 1.475 0.703
H -2.683 1.934 0.117
H -4.074 1.943 -0.972
H -2.848 -0.523 0.358
H -2.649 -0.114 -1.335
C 1.109 -7.067 -7.486
C 1.179 -5.557 -7.570
O 2.021 -5.005 -6.539
C 3.323 -5.112 -6.725
O 3.878 -5.608 -7.660
C 4.064 -4.448 -5.551
F 3.589 -4.871 -4.378
F 3.914 -3.122 -5.610
F 5.361 -4.726 -5.593
H 0.773 -7.376 -6.496
H 0.412 -7.450 -8.231
H 2.083 -7.521 -7.660
H 0.198 -5.124 -7.401
H 1.528 -5.221 -8.546
C -4.505 -1.963 -5.583
C -4.492 -3.216 -4.738
O -4.692 -4.407 -5.536
C -3.657 -4.824 -6.232
O -2.567 -4.336 -6.273
C -4.032 -6.104 -7.000
F -5.180 -5.958 -7.663
F -4.169 -7.129 -6.153
F -3.084 -6.417 -7.877
H -5.431 -1.903 -6.157
H -4.425 -1.084 -4.945
H -3.679 -1.947 -6.294
H -5.319 -3.186 -4.040
H -3.572 -3.307 -4.161
C -10.076 0.245 1.817
C -9.799 1.421 2.729
O -8.445 1.892 2.593
C -8.185 2.613 1.515
O -8.955 2.925 0.658
C -6.708 3.038 1.525
F -5.914 1.991 1.772
F -6.490 3.956 2.471
F -6.357 3.562 0.361
H -9.359 -0.555 2.001
H -11.083 -0.135 1.990
H -9.992 0.527 0.769
H -9.894 1.122 3.770
H -10.493 2.243 2.554
C 2.100 7.043 3.425
C 1.978 5.603 2.975
O 0.610 5.246 2.693
C 0.107 5.680 1.551
O 0.657 6.344 0.724
C -1.325 5.138 1.395
F -2.060 5.362 2.491
F -1.259 3.825 1.198
F -1.948 5.701 0.367
H 1.459 7.226 4.288
H 3.132 7.262 3.697
H 1.798 7.732 2.637
H 2.292 4.929 3.769
H 2.597 5.394 2.103
```

As for the total charge: -1. The energy relative to the best compared isomer or geometry (same formula, charge and spin) is 0.0 kJ/mol. The total energy comes out at -260195.83136 eV. The value obtained for the molar mass is 1407.46 g/mol.

Löwdin atomic charge list, values in e, 6 entries: -0.07 -0.14 -0.49 0.10 -0.04 -0.27

=====

3.
A cluster of 2 separate species, C7H12O2PS in total at a distorted geometry, computed with ωB97M-V/def2-TZVPD.

```
23
C7H12O2PS, DFT ωB97M-V/def2-TZVPD
C 1.339 -1.122 0.491
C 0.959 1.204 -0.446
C -0.091 -1.531 0.025
C -0.491 0.818 -0.916
C -0.364 0.416 1.389
C 1.121 0.346 0.824
C -0.851 -0.243 0.131
O -5.141 -1.572 0.815
O -4.444 -0.587 -1.532
P -4.541 -0.448 0.110
S -5.309 1.399 0.354
H 1.645 -1.666 1.271
H 2.181 -1.069 -0.356
H 1.673 0.896 -1.119
H 1.203 2.295 -0.071
H -0.196 -1.993 -1.066
H -0.631 -2.187 0.594
H -1.272 1.536 -0.744
H -0.411 0.394 -2.016
H -0.430 -0.100 2.237
H -0.625 1.387 1.618
H 1.827 0.685 1.459
H -4.615 0.289 -1.854
```

As for the total charge: -1. The energy relative to the best compared isomer or geometry (same formula, charge and spin) is 329.3 kJ/mol. The total energy comes out at -31671.82489 eV. The value obtained for the molar mass is 191.21 g/mol.

Löwdin atomic charge list, values in e, 6 entries: -0.13 -0.15 -0.15 -0.14 -0.09 -0.32

=====

4.
The ion CH2N3O3 with charge -1 at a distorted geometry, computed with ωB97M-V/def2-TZVPD.

```
9
CH2N3O3, DFT ωB97M-V/def2-TZVPD
N -1.670 0.427 -0.861
N -0.307 0.451 -0.840
N 0.206 -0.503 -0.021
O -0.569 -1.258 0.689
C 1.793 -0.208 0.509
O 2.620 -1.008 0.165
O 1.801 0.788 1.193
H -1.824 -0.087 0.040
H -2.049 1.397 -0.873
```

As for the total charge: -1. The energy relative to the best compared isomer or geometry (same formula, charge and spin) is 172.3 kJ/mol. The total energy comes out at -11680.96415 eV. The value obtained for the molar mass is 104.05 g/mol.

Löwdin atomic charge list, values in e, 6 entries: -0.04 -0.06 -0.20 -0.16 -0.69 0.02

=====

5.
An isolated molecule of C20H21N3O4 at a distorted geometry, computed with ωB97M-V/def2-TZVPD.

```
48
C20H21N3O4, DFT ωB97M-V/def2-TZVPD
N 0.453 -2.515 1.485
C 0.912 -2.861 0.097
C -0.240 -2.967 -0.916
C -1.066 -1.704 -0.966
C -0.785 -0.548 -1.649
N -1.794 0.379 -1.436
C -2.761 -0.172 -0.643
C -3.929 0.379 -0.148
C -4.746 -0.415 0.640
C -4.401 -1.731 0.923
C -3.192 -2.258 0.498
C -2.358 -1.461 -0.319
C 2.017 -1.924 -0.394
O 2.715 -2.181 -1.371
N 2.237 -0.855 0.409
C 3.094 0.277 0.065
C 2.804 1.512 0.913
C 1.510 2.177 0.538
C 1.452 3.127 -0.539
C 0.281 3.762 -0.902
C -0.882 3.475 -0.145
O -2.044 4.067 -0.429
C -0.873 2.601 0.934
C 0.331 1.998 1.272
C 4.582 -0.031 0.112
O 5.459 0.691 0.561
O 4.951 -1.205 -0.459
H -0.431 -2.959 1.643
H 1.147 -2.777 2.183
H 1.399 -3.842 0.136
H 0.170 -3.121 -1.930
H -0.938 -3.790 -0.657
H 0.101 -0.265 -2.237
H -1.741 1.319 -1.777
H -4.135 1.439 -0.382
H -5.698 -0.041 1.004
H -4.969 -2.324 1.644
H -2.923 -3.302 0.742
H 1.454 -0.643 1.028
H 2.882 0.547 -0.999
H 2.941 1.285 2.000
H 3.600 2.248 0.719
H 2.350 3.329 -1.126
H 0.203 4.425 -1.758
H -1.871 4.823 -0.998
H -1.807 2.401 1.483
H 0.278 1.294 2.117
H 4.262 -1.666 -0.966
```

As for the total charge: 0. The energy relative to the best compared isomer or geometry (same formula, charge and spin) is 70.3 kJ/mol. The total energy comes out at -33742.63898 eV. The value obtained for the molar mass is 367.40 g/mol.

Löwdin atomic charge list, values in e, 6 entries: 0.06 -0.27 -0.09 -0.17 -0.03 0.09

=====

6.
A cluster of 5 separate species, C25H60BFN4O12P in total at a distorted geometry, computed with ωB97M-V/def2-TZVPD.

```
104
C25H60BFN4O12P, DFT ωB97M-V/def2-TZVPD
C 8.372 0.669 0.317
C 7.173 1.249 0.430
C 6.426 1.578 -0.843
N 4.983 1.862 -0.658
C 4.265 1.019 0.135
N 3.937 -0.198 -0.150
C 4.323 -0.867 -1.401
B 3.434 -0.234 -2.592
O 4.041 0.289 -3.708
O 2.069 -0.221 -2.424
N 3.898 1.695 1.304
C 3.431 2.994 0.743
C 3.250 4.062 1.802
C 2.128 3.661 2.743
F 0.908 3.821 2.111
C 4.466 3.229 -0.421
P 5.661 4.615 -0.305
N 6.712 4.562 0.825
O 4.718 5.875 -0.194
O 6.280 4.781 -1.771
H 8.668 0.170 -0.597
H 9.102 0.696 1.111
H 6.736 1.453 1.398
H 6.500 0.685 -1.461
H 6.932 2.359 -1.392
H 3.393 -0.694 0.542
H 4.074 -1.921 -1.319
H 5.385 -0.814 -1.593
H 3.884 1.239 -3.745
H 1.747 0.686 -2.429
H 3.026 1.249 1.604
H 2.491 2.913 0.197
H 2.953 5.004 1.359
H 4.150 4.128 2.409
H 2.206 2.628 3.080
H 2.137 4.289 3.629
H 3.858 3.471 -1.298
H 6.632 3.704 1.358
H 5.107 6.497 0.435
H 6.038 4.048 -2.343
C -1.256 -0.394 -1.585
O -2.660 -0.428 -1.476
C -3.250 0.866 -1.432
C -3.805 1.278 -2.775
O -2.777 1.434 -3.745
C -2.657 0.321 -4.615
H -0.913 -1.385 -1.878
H -0.929 0.327 -2.340
H -0.806 -0.137 -0.616
H -2.527 1.606 -1.073
H -4.071 0.817 -0.709
H -4.297 2.249 -2.666
H -4.553 0.559 -3.118
H -3.460 0.329 -5.358
H -2.678 -0.625 -4.069
H -1.702 0.406 -5.132
C 9.022 -4.089 -4.855
O 7.734 -4.092 -5.450
C 6.683 -4.301 -4.526
C 6.003 -3.001 -4.156
O 6.876 -2.128 -3.443
C 7.437 -1.117 -4.269
H 9.718 -3.665 -5.575
H 9.047 -3.489 -3.943
H 9.336 -5.112 -4.623
H 7.047 -4.815 -3.632
H 5.950 -4.950 -5.015
H 5.159 -3.221 -3.491
H 5.608 -2.506 -5.047
H 6.696 -0.334 -4.467
H 7.797 -1.522 -5.214
H 8.279 -0.680 -3.732
C -4.813 -1.943 3.816
O -5.801 -2.807 3.294
C -6.848 -2.121 2.619
C -6.667 -2.157 1.119
O -5.509 -1.443 0.704
C -4.399 -2.283 0.432
H -3.942 -2.547 4.069
H -4.516 -1.181 3.091
H -5.176 -1.453 4.727
H -6.924 -1.089 2.975
H -7.781 -2.630 2.873
H -7.529 -1.671 0.652
H -6.628 -3.190 0.762
H -4.527 -2.778 -0.536
H -4.259 -3.037 1.211
H -3.515 -1.655 0.384
C -9.111 0.278 4.940
O -9.579 -0.999 4.545
C -10.006 -1.798 5.640
C -11.510 -1.791 5.793
O -12.001 -0.506 6.139
C -12.536 0.207 5.038
H -9.064 0.905 4.050
H -9.776 0.747 5.667
H -8.105 0.199 5.369
H -9.525 -1.469 6.566
H -9.679 -2.822 5.436
H -11.781 -2.469 6.608
H -11.990 -2.154 4.879
H -13.526 -0.180 4.777
H -11.884 0.152 4.163
H -12.635 1.250 5.336
```

As for the total charge: +1. The total energy comes out at -70101.98582 eV. The value obtained for the molar mass is 669.55 g/mol.

Löwdin atomic charge list, values in e, 6 entries: 0.05 -0.15 -0.14 -0.01 -0.32 0.17